# 1
{
  "formula": "C5H14NO2S",
  "method": "ωB97M-V/def2-TZVPD",
  "symbols": ["C", "C", "S", "C", "N", "C", "C", "O", "H", "H", "H", "H", "H", "H", "H", "H", "H", "H", "H", "H", "H", "H", "O"],
  "xyz": [[-1.818810, -0.139603, -0.683282], [-0.821628, -1.320690, -0.614684], [-0.434974, -1.863375, 1.116216], [-1.791464, 0.947578, 0.401834], [-0.891699, 2.040211, 0.128820], [0.477112, 1.540250, 0.247529], [1.323093, 1.638883, -0.995124], [2.579505, 1.009607, -0.774166], [-1.602971, 0.350379, -1.618832], [-2.834329, -0.532654, -0.736202], [-1.308283, -2.173488, -1.061689], [0.119688, -1.094522, -1.127589], [1.742409, -2.151053, -0.377295], [-1.585415, 0.452445, 1.349958], [-2.844043, 1.263741, 0.536885], [-1.113755, 2.437149, -0.771448], [1.035135, 1.929383, 1.115240], [0.435430, 0.492869, 0.574413], [0.845988, 1.209247, -1.890404], [1.604887, 2.661064, -1.175026], [2.412453, 0.045627, -0.646508], [1.562438, -1.334140, 0.914568], [2.214343, -1.588139, 0.245346]],
  "atomic_forces_ev_per_a": [[0.3161, -0.2308, 0.1090], [-0.1613, 0.0693, 1.5093], [-0.9524, -0.1624, 0.0429], [-1.5292, -0.7611, -0.1177], [0.1604, 0.1243, 0.9244], [0.1482, -0.6010, 0.5166], [0.8980, -0.4389, 0.2675], [-0.1276, -0.5454, -0.2996], [-0.2706, 0.4047, -0.7303], [-0.0248, -0.1695, 0.0077], [0.0802, -0.2365, -0.5483], [-0.2504, 0.0677, -0.1572], [-0.2408, -0.0597, 0.5628], [0.4882, 0.1499, 0.0849], [0.4085, 0.4966, -0.2622], [0.3131, 0.0022, -0.1988], [-0.1593, 0.7578, -0.3816], [-0.1445, -0.0494, -0.4843], [-0.2370, 0.1775, 0.2025], [-0.2472, 0.7146, -0.4114], [0.2638, 0.3973, 0.3560], [-0.9182, -0.4374, 0.2045], [2.1869, 0.3301, -1.1968]],
  "lowdin_charge": [-0.275, -0.643, 0.322, -0.308, -0.068, -0.241, -0.276, -0.107, 0.081, 0.089, 0.021, 0.029, 0.007, 0.054, 0.101, 0.089, 0.122, 0.041, 0.111, 0.101, 0.039, -0.111, -0.175],
  "e_homo_ev": -3.1559,
  "de_lowest_kj_mol": 0.0,
  "multiplicity": 1,
  "gap_ev": 6.979,
  "total_charge": -1
}


# 2
{
  "formula": "C43H58F4N6O5PSSn",
  "method": "ωB97M-V/def2-TZVPD",
  "symbols": ["Sn", "C", "C", "C", "C", "C", "C", "C", "C", "C", "C", "C", "C", "N", "C", "C", "N", "C", "C", "C", "C", "C", "C", "C", "C", "C", "C", "C", "C", "C", "C", "C", "C", "C", "C", "C", "C", "C", "C", "H", "H", "H", "H", "H", "H", "H", "H", "H", "H", "H", "H", "H", "H", "H", "H", "H", "H", "H", "H", "H", "H", "H", "H", "H", "H", "H", "H", "H", "H", "H", "H", "H", "H", "H", "H", "H", "H", "H", "H", "O", "N", "F", "F", "C", "F", "F", "S", "O", "O", "O", "C", "N", "C", "P", "O", "N", "C", "C", "N", "C", "C", "H", "H", "H", "H", "H", "H", "H", "H", "H", "H", "H", "H", "H", "H", "H", "H", "H", "H"],
  "xyz": [[1.727417, -0.391962, -0.811961], [-1.017418, 0.416990, 3.533710], [0.384593, -0.183779, 3.672380], [1.378117, 0.538027, 2.769128], [0.383296, -1.681164, 3.449086], [0.653374, -2.488586, 4.546334], [0.648091, -3.865975, 4.452784], [0.407882, -4.458679, 3.227516], [0.137814, -3.698834, 2.100858], [-0.096567, -4.388229, 0.769820], [1.073507, -5.311247, 0.422144], [-1.418208, -5.163853, 0.774772], [0.096906, -2.291760, 2.215077], [-0.196213, -1.559720, 1.068269], [-1.417162, -1.528201, 0.627475], [-1.768087, -1.073449, -0.704608], [-0.884162, -0.615302, -1.543586], [-1.260944, -0.255420, -2.832468], [-1.074225, -1.203833, -3.856617], [-1.491684, -0.913741, -5.144588], [-2.061127, 0.306317, -5.451771], [-2.176204, 1.255432, -4.458123], [-1.782552, 1.007158, -3.147836], [-1.871834, 2.212269, -2.237644], [-2.026307, 1.961620, -0.746296], [-0.617972, 3.054012, -2.482817], [-0.469300, -2.550094, -3.547190], [-1.568640, -3.601826, -3.397761], [0.567374, -2.966910, -4.586227], [-3.215863, -1.230577, -0.856363], [-4.124945, -1.035925, -1.871149], [-5.489239, -1.269207, -1.612168], [-5.964366, -1.665893, -0.387168], [-5.060806, -1.890217, 0.676763], [-5.369303, -2.300369, 1.993564], [-4.359661, -2.484571, 2.903871], [-3.000005, -2.301037, 2.587035], [-2.663270, -1.894845, 1.316267], [-3.711309, -1.682250, 0.391868], [-1.005338, 1.465060, 3.826904], [-1.722515, -0.109775, 4.174724], [-1.366807, 0.352024, 2.506803], [0.711691, -0.026433, 4.708785], [1.008972, 0.564865, 1.745049], [2.343839, 0.038887, 2.778366], [1.523999, 1.563613, 3.105405], [0.867640, -2.027252, 5.501702], [0.834091, -4.477738, 5.324983], [0.422684, -5.537339, 3.159350], [-0.144971, -3.630615, -0.016140], [1.184243, -6.114040, 1.148822], [1.990939, -4.728548, 0.391479], [0.913381, -5.763191, -0.555507], [-1.398762, -5.952651, 1.523950], [-1.596276, -5.621170, -0.196894], [-2.251003, -4.498776, 0.992592], [-1.385139, -1.651586, -5.925352], [-2.403826, 0.520652, -6.455389], [-2.593188, 2.224400, -4.696621], [-2.748023, 2.790160, -2.568433], [-1.105687, 1.558898, -0.334966], [-2.845664, 1.277353, -0.541806], [-2.241761, 2.907798, -0.253138], [0.252835, 2.450258, -2.246247], [-0.625325, 3.935194, -1.843013], [-0.552263, 3.364416, -3.524587], [0.056718, -2.461005, -2.586580], [-2.122896, -3.707668, -4.329862], [-2.263944, -3.305751, -2.614367], [-1.131359, -4.563952, -3.139290], [0.139850, -3.030786, -5.583689], [0.980347, -3.938911, -4.326525], [1.372353, -2.237299, -4.590240], [-3.818664, -0.708876, -2.852388], [-6.191513, -1.118150, -2.421051], [-7.023631, -1.814726, -0.227573], [-6.399400, -2.468791, 2.275909], [-4.611559, -2.791468, 3.909688], [-2.253341, -2.487807, 3.342316], [2.653337, -3.128531, -2.203268], [1.721322, -2.881475, -1.520213], [2.126572, 0.091159, -2.882962], [6.919393, -0.094595, 0.751453], [6.187947, -1.163221, 0.401441], [6.667282, -2.202339, 1.098442], [6.438614, -1.401399, -0.887649], [4.395117, -0.789427, 0.775255], [4.157962, 0.393242, -0.024795], [3.668105, -1.950417, 0.330284], [4.424521, -0.569362, 2.191218], [3.910538, 3.019011, 1.778272], [2.714574, 3.835027, 1.802378], [2.793429, 4.957235, 2.699083], [1.709068, 3.748111, 0.452330], [1.408952, 2.360368, 0.093920], [2.319236, 4.630898, -0.843193], [2.969210, 5.894739, -0.586891], [2.775344, 3.931667, -2.028255], [0.377716, 4.638710, 0.983283], [-0.193190, 5.792221, 0.342609], [-0.434133, 4.002911, 1.993950], [4.801760, 3.632046, 1.598609], [3.837088, 2.269283, 0.995095], [4.030206, 2.495140, 2.728070], [3.664883, 5.597099, 2.497060], [2.877524, 4.592484, 3.729438], [1.890462, 5.557312, 2.614075], [2.560013, 6.326127, 0.323658], [2.788667, 6.583510, -1.418905], [4.053770, 5.785578, -0.466575], [2.439217, 2.895606, -1.981164], [3.868408, 3.935902, -2.104285], [2.356323, 4.402663, -2.925144], [0.291368, 5.952189, -0.616613], [-0.072612, 6.696530, 0.958114], [-1.265263, 5.639614, 0.174115], [-0.006424, 3.025227, 2.203825], [-1.463649, 3.860827, 1.645339], [-0.464387, 4.594685, 2.919047]],
  "atomic_forces_ev_per_a": [[-1.0514, 1.0935, -1.2877], [0.1705, -0.1045, 0.1556], [-0.0704, 0.1187, -0.1619], [-0.0569, -0.1524, 0.0485], [0.0645, 0.0207, 0.1070], [-0.0202, -0.0587, 0.0296], [-0.0190, -0.1482, 0.0352], [-0.0601, -0.0387, 0.0885], [0.0456, 0.2322, -0.0364], [-0.0366, -0.1956, 0.0017], [-0.1673, 0.2170, -0.0189], [0.1146, 0.2354, -0.1135], [0.0406, -0.4077, 0.3605], [0.7735, 0.4808, -0.4222], [-0.3047, 0.1611, -0.4355], [-0.0967, -0.4474, 0.7803], [1.5494, 0.2652, 0.1532], [-0.1668, 0.0817, -0.6412], [-0.0080, 0.1570, 0.0648], [-0.0373, -0.0567, -0.0645], [-0.0768, 0.0701, -0.0627], [-0.0844, -0.1268, -0.0900], [-0.1234, 0.1061, -0.2076], [0.0298, 0.1055, 0.1353], [-0.0683, 0.0135, -0.0670], [-0.1882, -0.0261, -0.0355], [0.0439, -0.1053, -0.1280], [0.1875, 0.1488, 0.1789], [-0.0706, 0.1409, 0.2684], [-0.4826, -0.0102, -0.1000], [0.4680, 0.0021, 0.0948], [-0.4512, -0.0743, 0.1015], [-0.1053, 0.0328, -0.1803], [0.5035, 0.0678, -0.1509], [0.0126, -0.0591, 0.1531], [-0.3954, -0.0856, 0.0506], [0.3771, 0.1006, -0.3283], [-0.5088, -0.0166, 0.2903], [-0.2498, -0.1178, 0.1086], [-0.0146, 0.1750, 0.0369], [-0.1390, 0.0079, 0.0326], [-0.0559, 0.0138, -0.1125], [-0.0630, -0.0837, -0.0823], [0.0075, 0.0985, 0.0663], [0.0463, 0.0306, 0.0111], [0.0020, 0.1787, -0.0095], [0.0007, 0.1022, 0.0411], [0.0619, -0.0185, 0.0513], [0.0006, -0.1247, -0.0733], [-0.0738, -0.0645, 0.1709], [0.0550, -0.0607, 0.0773], [0.2127, -0.0885, 0.0442], [0.0115, -0.0613, -0.1357], [-0.0162, -0.1137, 0.1287], [-0.0109, -0.0867, -0.1328], [-0.0996, -0.0240, 0.0442], [0.0458, -0.1150, -0.0726], [0.0157, -0.0036, -0.0550], [-0.0473, 0.1332, -0.0063], [0.1111, -0.1027, 0.0117], [0.0389, -0.0053, 0.2008], [-0.0613, -0.0133, 0.1155], [-0.0137, 0.1421, 0.0836], [0.1770, 0.0186, 0.0301], [0.0977, 0.1402, 0.0768], [0.0442, 0.0400, -0.0739], [-0.4293, 0.0173, -0.2222], [-0.0607, -0.0170, -0.0911], [-0.1235, -0.0657, 0.0639], [-0.0123, -0.1928, 0.0518], [0.0011, -0.0664, -0.1073], [0.0722, -0.1735, -0.0229], [0.1687, 0.0983, -0.1465], [0.0124, 0.0338, -0.1008], [-0.0644, 0.0231, -0.0436], [-0.0987, -0.0073, -0.0344], [-0.0914, -0.0095, 0.0449], [-0.0264, -0.0443, 0.0750], [0.1141, -0.0146, 0.0763], [-3.2315, 0.7278, 2.3287], [3.5883, -1.1759, -2.4849], [-0.3525, -0.4476, 1.4189], [0.0256, 0.1809, 0.0411], [0.1255, 0.1810, 0.1693], [-0.3125, -0.1028, 0.0409], [-0.2875, -0.0706, -0.1951], [1.7250, -0.0073, 0.8073], [-0.1832, 0.3215, -0.5666], [-0.4769, -0.7030, -0.4087], [0.0730, -0.0363, 0.2619], [0.1182, -0.2108, -0.0537], [-0.4203, 0.0089, -0.8528], [-0.1404, 0.0773, 0.1412], [-0.2241, 1.6857, 0.7745], [0.1203, -0.8451, -0.4494], [-0.1511, -0.5137, 0.6794], [-0.0307, -0.0059, 0.0146], [-0.1386, -0.2212, -0.2396], [0.6463, -0.4727, -0.5582], [0.0381, 0.1232, -0.0165], [0.0072, -0.0108, 0.2596], [0.0414, 0.0193, 0.0055], [0.0552, -0.0536, 0.0745], [0.0631, -0.0488, 0.0394], [-0.0224, -0.0489, -0.0163], [0.0120, 0.0736, -0.0181], [-0.0177, 0.0774, 0.0888], [0.0577, 0.2141, 0.0268], [-0.0163, 0.0214, 0.0655], [0.0167, -0.0138, 0.0211], [0.0833, 0.0837, -0.1766], [-0.0148, 0.0155, 0.0560], [0.0767, -0.0743, 0.0196], [-0.0580, 0.1018, -0.0705], [-0.0597, -0.0185, -0.0555], [0.0459, 0.0081, -0.0475], [-0.1629, -0.0754, 0.2006], [0.0998, -0.0129, -0.0153], [0.0058, -0.0673, 0.0031]],
  "lowdin_charge": [1.463, -0.050, -0.349, -0.070, -0.143, -0.049, -0.092, -0.050, -0.133, -0.371, -0.073, -0.044, -0.181, 0.084, -0.212, -0.221, 0.045, -0.194, -0.136, -0.045, -0.087, -0.062, -0.146, -0.348, -0.051, -0.049, -0.382, -0.037, -0.071, -0.095, -0.001, -0.076, -0.039, -0.170, -0.036, -0.072, -0.009, -0.088, -0.084, 0.067, 0.074, 0.070, 0.125, 0.015, 0.062, 0.070, 0.104, 0.093, 0.104, 0.095, 0.069, 0.068, 0.073, 0.075, 0.072, 0.066, 0.101, 0.094, 0.108, 0.131, 0.064, 0.077, 0.066, 0.059, 0.064, 0.082, 0.064, 0.081, 0.070, 0.073, 0.067, 0.071, 0.079, 0.104, 0.097, 0.102, 0.102, 0.098, 0.106, 0.039, 0.046, -0.589, 0.110, -0.654, 0.120, 0.127, 0.392, -0.416, -0.395, -0.285, -0.101, -0.295, -0.131, 0.563, -0.347, -0.303, -0.124, -0.099, -0.309, -0.128, -0.113, 0.086, 0.047, 0.089, 0.078, 0.087, 0.065, 0.061, 0.087, 0.086, 0.057, 0.087, 0.086, 0.064, 0.080, 0.081, 0.052, 0.076, 0.085],
  "e_homo_ev": [-5.1683, -3.2259],
  "de_lowest_kj_mol": 104.7,
  "multiplicity": 1,
  "gap_ev": [6.675, 5.060],
  "total_charge": -1
}


no.,E_tot (Ha)
1,-802.3435
2,-3731.5391